A cluster of 5 separate species, C33H75N4O in total in a non-equilibrium geometry, computed with the ωB97M-V functional and the def2-TZVPD basis.

Output
⟨S²⟩: 0.751
2S+1: 2
E_HOMO (alpha / beta): -5.91 / -10.59 eV
Net charge: +2

Each line ends with the Löwdin charge.
Atoms and positions in Å:
C 0.55 -0.74 1.06  -0.38
O -0.35 -1.76 0.69  -0.44
H 0.62 0.14 0.43  0.01
H 0.34 -0.38 2.07  0.02
H 1.55 -1.17 1.07  0.03
C 3.49 -3.43 -1.29  -0.10
C 2.33 -3.54 -2.22  -0.27
C 0.98 -3.93 -1.57  -0.10
N -0.33 -3.65 -2.39  -0.21
C -1.56 -4.20 -1.68  0.03
C -0.23 -4.22 -3.83  -0.07
C -0.35 -3.02 -4.83  -0.16
C -1.13 -1.96 -4.06  -0.16
C -0.55 -2.15 -2.60  -0.11
H 4.48 -3.49 -1.72  0.09
H 3.27 -4.16 -0.50  0.08
H 3.38 -2.50 -0.74  0.06
H 2.50 -4.41 -2.86  0.10
H 2.27 -2.67 -2.87  0.08
H 0.83 -3.45 -0.61  0.10
H 1.10 -4.99 -1.37  0.13
H -2.44 -3.90 -2.25  0.11
H -1.58 -3.80 -0.67  0.08
H -1.36 -5.26 -1.81  0.11
H -0.99 -4.99 -3.95  0.12
H 0.70 -4.78 -3.91  0.11
H -0.94 -3.23 -5.73  0.12
H 0.67 -2.77 -5.11  0.11
H -2.17 -2.22 -4.21  0.10
H -1.00 -1.04 -4.62  0.09
H -1.14 -1.65 -1.83  0.10
H 0.38 -1.58 -2.54  0.09
C -4.81 -5.49 1.24  -0.07
C -4.35 -4.00 0.97  -0.20
C -3.08 -3.51 1.71  -0.09
N -3.41 -2.44 2.85  -0.17
C -4.01 -1.14 2.26  0.01
C -4.30 -3.11 3.98  -0.07
C -3.87 -2.45 5.27  -0.17
C -2.42 -2.23 5.14  -0.19
C -2.10 -2.10 3.68  -0.08
H -5.09 -5.58 2.29  0.05
H -4.00 -6.23 1.23  0.07
H -5.65 -5.71 0.58  0.08
H -5.17 -3.28 1.02  0.10
H -4.11 -4.09 -0.09  0.08
H -2.43 -2.95 1.04  0.07
H -2.44 -4.24 2.19  0.13
H -4.04 -0.33 2.99  0.10
H -5.00 -1.33 1.84  0.09
H -3.52 -0.70 1.40  0.10
H -5.38 -3.05 3.83  0.14
H -4.00 -4.15 3.99  0.13
H -4.33 -1.46 5.28  0.12
H -4.16 -2.97 6.19  0.14
H -2.15 -1.30 5.64  0.12
H -1.82 -3.00 5.60  0.13
H -1.91 -1.04 3.49  0.12
H -1.30 -2.73 3.31  0.13
C 0.33 6.97 -3.96  -0.09
C 0.01 5.59 -3.35  -0.23
C 0.06 4.41 -4.38  -0.09
N -0.09 3.07 -3.61  -0.23
C 0.29 2.01 -4.69  -0.04
C -1.48 2.83 -3.10  -0.08
C -1.21 2.30 -1.67  -0.15
C 0.08 2.97 -1.25  -0.20
C 0.95 2.91 -2.47  -0.14
H 0.41 7.71 -3.17  0.08
H -0.38 7.16 -4.76  0.08
H 1.32 7.11 -4.39  0.07
H -0.92 5.76 -2.79  0.11
H 0.66 5.37 -2.50  0.08
H 1.02 4.49 -4.91  0.13
H -0.72 4.47 -5.13  0.14
H 1.24 2.26 -5.17  0.09
H -0.47 1.93 -5.47  0.10
H 0.41 1.08 -4.14  0.05
H -2.00 2.14 -3.77  0.12
H -1.95 3.81 -3.17  0.12
H -1.06 1.22 -1.55  0.10
H -2.05 2.56 -1.02  0.11
H 0.54 2.54 -0.36  0.08
H -0.11 4.00 -0.97  0.11
H 1.53 1.98 -2.54  0.06
H 1.74 3.66 -2.48  0.11
C 4.29 2.73 -0.68  -0.13
C 3.53 2.26 0.54  -0.23
C 4.10 2.93 1.84  -0.08
N 3.39 2.58 3.19  -0.23
C 3.48 1.11 3.57  0.03
C 1.87 3.00 3.18  -0.14
C 1.44 3.11 4.57  -0.17
C 2.67 3.74 5.28  -0.11
C 3.92 3.41 4.38  -0.07
H 4.29 3.81 -0.83  0.08
H 3.89 2.19 -1.54  0.04
H 5.25 2.22 -0.66  0.08
H 3.67 1.18 0.65  0.10
H 2.45 2.42 0.45  0.07
H 4.03 4.01 1.78  0.12
H 5.11 2.68 2.18  0.13
H 4.53 0.83 3.56  0.11
H 2.98 0.45 2.86  0.10
H 3.21 0.97 4.62  0.11
H 1.28 2.36 2.53  0.12
H 1.73 3.96 2.69  0.14
H 1.16 2.14 4.99  0.12
H 0.58 3.79 4.62  0.13
H 2.83 3.28 6.25  0.11
H 2.66 4.81 5.51  0.12
H 4.77 2.92 4.85  0.13
H 4.25 4.34 3.91  0.12


A cluster of 11 separate species, C33H77N11O11 in total in a non-equilibrium geometry, computed with the ωB97M-V functional and the def2-TZVPD basis.

Output
⟨S²⟩: 0.781
2S+1: 2
E_HOMO (alpha / beta): -10.64 / -10.64 eV
Net charge: +1
Energy above the lowest of the compared OMol25 structures with the same formula, charge and spin: 77.6 kcal/mol

Each line ends with the Löwdin charge.
Atoms and positions in Å:
C -5.02 3.88 -1.46  0.03
C -3.90 3.56 -0.50  -0.45
O -4.18 3.33 0.67  0.22
N -2.66 3.61 -0.88  0.18
C -2.05 3.82 -2.13  0.04
H -5.10 4.94 -1.70  0.11
H -6.04 3.73 -1.09  0.09
H -4.97 3.21 -2.31  0.08
H -2.03 3.30 -0.15  0.14
H -2.83 4.05 -2.86  0.12
H -1.43 2.96 -2.36  0.12
H -1.34 4.63 -1.94  0.14
C -5.59 0.52 -6.11  0.01
C -4.38 0.97 -5.35  -0.57
O -3.66 1.80 -5.80  0.08
N -4.07 0.37 -4.18  0.01
C -3.05 0.67 -3.22  -0.07
H -5.65 1.07 -7.05  0.09
H -6.58 0.60 -5.65  0.06
H -5.56 -0.52 -6.45  0.09
H -4.84 -0.21 -3.87  0.12
H -2.06 0.74 -3.67  0.10
H -2.95 0.05 -2.33  0.07
H -3.41 1.60 -2.78  0.04
C -4.34 -5.24 3.18  -0.02
C -3.67 -4.31 4.21  -0.55
O -3.55 -4.72 5.38  0.03
N -3.38 -3.11 3.71  0.00
C -2.48 -2.14 4.38  -0.05
H -5.23 -4.82 2.70  0.07
H -4.82 -6.06 3.70  0.08
H -3.68 -5.69 2.45  0.07
H -3.73 -2.79 2.82  0.12
H -3.07 -1.91 5.27  0.09
H -2.46 -1.23 3.79  0.06
H -1.47 -2.52 4.52  0.08
C 4.03 -2.57 -0.96  0.01
C 4.96 -1.39 -0.73  -0.49
O 4.73 -0.69 0.29  -0.03
N 5.97 -1.21 -1.62  0.04
C 6.95 -0.10 -1.61  -0.03
H 4.29 -3.02 -1.92  0.06
H 3.07 -2.06 -0.85  0.08
H 4.24 -3.40 -0.28  0.09
H 6.11 -1.89 -2.35  0.14
H 6.48 0.62 -2.29  0.07
H 7.96 -0.27 -2.00  0.09
H 7.06 0.41 -0.66  0.07
C 4.21 1.78 2.68  0.00
C 5.69 1.52 3.05  -0.53
O 6.20 2.24 3.96  -0.01
N 6.37 0.70 2.28  0.03
C 7.85 0.79 2.25  -0.05
H 3.89 1.00 1.98  0.03
H 4.08 2.77 2.25  0.08
H 3.69 1.68 3.63  0.08
H 5.90 0.12 1.60  0.07
H 8.26 -0.19 2.03  0.07
H 8.36 1.13 3.15  0.09
H 8.15 1.33 1.35  0.07
C 2.51 -2.41 2.76  0.01
C 1.28 -3.24 2.64  -0.52
O 0.22 -2.75 2.18  -0.02
N 1.44 -4.52 3.10  0.04
C 0.42 -5.62 2.86  -0.03
H 2.22 -1.42 3.11  0.08
H 2.99 -2.33 1.79  0.07
H 3.28 -3.01 3.25  0.09
H 2.37 -4.74 3.44  0.12
H 0.88 -6.56 3.13  0.08
H -0.06 -5.78 1.89  0.07
H -0.49 -5.41 3.44  0.07
C 1.46 -3.51 -3.61  0.00
C 0.43 -2.95 -2.62  -0.57
O 0.23 -1.73 -2.59  0.00
N -0.17 -3.83 -1.82  0.04
C -1.17 -3.37 -0.77  -0.03
H 1.38 -3.05 -4.59  0.09
H 1.40 -4.60 -3.72  0.07
H 2.47 -3.55 -3.21  0.05
H 0.08 -4.81 -1.87  0.13
H -1.03 -2.31 -0.56  0.05
H -0.96 -3.96 0.12  0.06
H -2.21 -3.54 -1.03  0.08
C -8.75 0.07 -3.70  0.00
C -7.71 0.66 -2.84  -0.59
O -7.37 1.82 -2.94  0.03
N -7.38 0.06 -1.70  0.00
C -6.58 0.57 -0.66  -0.07
H -8.43 -0.62 -4.48  0.08
H -9.26 0.94 -4.12  0.10
H -9.52 -0.48 -3.15  0.09
H -7.65 -0.90 -1.56  0.15
H -5.53 0.44 -0.95  0.07
H -6.75 0.12 0.32  0.10
H -6.72 1.65 -0.59  0.07
C 0.86 4.25 2.58  0.02
C 0.60 3.41 3.85  -0.56
O 0.63 3.92 4.93  0.08
N 0.35 2.11 3.67  0.03
C 0.16 1.10 4.72  -0.04
H 0.45 5.26 2.48  0.08
H 0.53 3.66 1.73  0.03
H 1.90 4.34 2.28  0.07
H 0.18 1.74 2.74  0.08
H -0.84 0.69 4.82  0.07
H 0.51 1.50 5.68  0.09
H 0.78 0.22 4.51  0.06
C 1.32 0.60 0.75  0.03
C -0.13 1.02 0.63  -0.61
O -0.40 2.09 0.14  0.04
N -0.98 0.09 0.95  0.07
C -2.44 0.18 0.74  -0.03
H 1.49 0.01 1.65  0.06
H 1.87 1.53 0.90  0.07
H 1.65 0.03 -0.12  0.10
H -0.64 -0.83 1.19  0.10
H -2.92 -0.74 1.06  0.08
H -2.65 0.49 -0.28  0.05
H -2.88 0.96 1.37  0.08
C 7.22 4.48 -2.44  0.01
C 6.09 3.55 -2.46  -0.62
O 5.58 3.08 -3.47  0.02
N 5.58 3.13 -1.32  0.03
C 4.46 2.13 -1.12  -0.03
H 7.46 4.51 -1.38  0.08
H 7.06 5.52 -2.72  0.10
H 7.97 4.13 -3.16  0.10
H 6.18 3.51 -0.60  0.12
H 4.53 1.72 -0.12  0.05
H 4.37 1.29 -1.82  0.07
H 3.52 2.58 -1.44  0.08